1.
{
  "formula": "C24H56N8O5P2S",
  "method": "ωB97M-V/def2-TZVPD",
  "species": ["N", "C", "C", "C", "C", "C", "C", "C", "C", "N", "C", "C", "C", "C", "S", "O", "O", "O", "H", "H", "H", "H", "H", "H", "H", "H", "H", "H", "H", "H", "H", "H", "H", "H", "H", "H", "H", "H", "O", "P", "N", "C", "C", "N", "C", "C", "N", "C", "C", "H", "H", "H", "H", "H", "H", "H", "H", "H", "H", "H", "H", "H", "H", "H", "H", "H", "H", "O", "P", "N", "C", "C", "N", "C", "C", "N", "C", "C", "H", "H", "H", "H", "H", "H", "H", "H", "H", "H", "H", "H", "H", "H", "H", "H", "H", "H"],
  "coordinates": [[-0.3746, -0.2581, 1.3781], [-0.4169, -1.7451, 1.1129], [0.5025, -2.4178, 2.2383], [2.0702, -2.2390, 1.8200], [2.3554, -3.4088, 0.7345], [3.7823, -3.3058, 0.0180], [4.9892, -2.8876, 0.9926], [5.1976, -1.3001, 0.8476], [5.8016, -0.6016, 2.1902], [4.9200, 0.6027, 2.4347], [5.0311, 1.6093, 1.3968], [4.0130, 2.6608, 1.8812], [3.3763, 2.1465, 3.2187], [4.0186, 0.7808, 3.5358], [0.9144, -3.3264, -0.4644], [0.0467, -4.5444, -0.3394], [1.4276, -3.2866, -1.8950], [0.0555, -1.9095, -0.2480], [-0.8109, 0.2196, 0.5672], [-0.8676, -0.0334, 2.2504], [-1.5120, -2.0469, 1.2717], [0.2820, -3.5491, 2.3197], [0.2697, -1.9490, 3.2549], [2.7552, -2.2804, 2.7254], [2.1065, -1.2265, 1.2685], [2.2657, -4.4097, 1.2684], [4.0309, -4.3692, -0.3588], [3.7579, -2.6534, -0.9251], [5.9362, -3.3799, 0.5530], [4.8624, -3.2126, 2.0754], [5.8740, -0.9911, -0.0152], [4.1553, -0.8609, 0.6271], [5.7950, -1.2974, 3.0913], [6.8864, -0.2477, 2.0374], [5.6853, 1.5938, 0.4747], [3.7659, 3.6276, 1.3150], [2.5660, 2.6360, 3.8504], [3.8628, 0.0431, 4.3788], [-1.8231, 3.5612, 3.7981], [-0.9692, 4.8195, 4.0473], [-2.3039, 5.8467, 4.3226], [-3.2322, 6.3098, 3.3070], [-3.0170, 5.5848, 5.5801], [-0.3142, 4.8809, 2.4694], [-0.4848, 5.9357, 1.4900], [-0.1887, 3.6062, 1.7608], [0.0772, 6.2303, 4.3895], [1.0904, 5.8600, 5.3906], [-0.3424, 7.6028, 4.6397], [-3.7827, 7.1827, 3.6801], [-3.9446, 5.5407, 3.0054], [-2.7153, 6.6847, 2.4276], [-2.3474, 5.7760, 6.4251], [-3.3643, 4.5497, 5.6334], [-3.8810, 6.2419, 5.7058], [-1.4301, 5.8327, 0.9449], [0.3225, 5.9086, 0.7513], [-0.4340, 6.9349, 1.9223], [-1.1451, 3.2946, 1.3236], [0.1561, 2.8196, 2.4350], [0.5505, 3.6633, 0.9560], [0.6448, 5.7666, 6.3857], [1.9030, 6.5911, 5.4306], [1.5443, 4.8972, 5.1295], [-0.8803, 7.7152, 5.5868], [-0.9634, 7.9981, 3.8334], [0.5324, 8.2620, 4.6766], [-4.4677, -2.6514, -5.9176], [-3.3886, -3.4712, -5.1844], [-2.1260, -3.0271, -6.2441], [-1.9753, -3.4874, -7.6120], [-1.7123, -1.6221, -6.1334], [-4.1052, -4.9921, -5.4998], [-3.5423, -6.0825, -6.2703], [-5.5600, -5.0121, -5.6632], [-2.1690, -4.3910, -4.2543], [-2.2575, -4.0264, -2.8310], [-0.7667, -4.5963, -4.5932], [-0.9455, -3.3135, -7.9491], [-2.6643, -2.9954, -8.3003], [-2.0967, -4.5646, -7.6918], [-1.3053, -1.4402, -5.1333], [-2.5539, -0.9444, -6.2998], [-0.9240, -1.3695, -6.8468], [-3.6977, -5.9406, -7.3462], [-4.0137, -7.0315, -5.9949], [-2.4792, -6.2347, -6.0845], [-5.8555, -4.6940, -6.6701], [-6.0417, -4.3537, -4.9375], [-5.9688, -6.0122, -5.4878], [-1.8483, -3.0266, -2.6566], [-1.7293, -4.7434, -2.1975], [-3.3044, -4.0280, -2.5051], [-0.1785, -3.6751, -4.5382], [-0.6419, -5.0351, -5.5858], [-0.3154, -5.3172, -3.9025]],
  "lowdin_charge": [0.04, -0.41, -0.13, -0.15, -0.29, -0.19, -0.19, -0.18, -0.14, -0.21, -0.07, -0.07, -0.08, -0.06, 0.78, -0.33, -0.34, -0.21, 0.09, 0.08, 0.16, 0.12, 0.12, 0.12, 0.12, 0.14, 0.13, 0.12, 0.12, 0.11, 0.11, 0.10, 0.12, 0.13, 0.12, 0.08, 0.06, 0.11, -0.32, 0.74, -0.36, -0.12, -0.13, -0.31, -0.13, -0.15, -0.29, -0.15, -0.13, 0.08, 0.09, 0.05, 0.07, 0.07, 0.08, 0.08, 0.08, 0.07, 0.08, 0.06, 0.08, 0.08, 0.08, 0.07, 0.08, 0.07, 0.09, -0.32, 0.74, -0.36, -0.12, -0.13, -0.32, -0.14, -0.15, -0.29, -0.15, -0.12, 0.08, 0.08, 0.05, 0.07, 0.07, 0.08, 0.08, 0.08, 0.07, 0.08, 0.07, 0.08, 0.07, 0.06, 0.08, 0.08, 0.07, 0.09],
  "e_homo_ev": -7.628,
  "e_tot_ha": -2842.79025,
  "fmax_ev_per_a": 7.11,
  "smiles": "N[C@@H]1CC[C@H](CCCCn2cccc2)S(=O)(=O)O1.CN(C)P(=O)(N(C)C)N(C)C.CN(C)P(=O)(N(C)C)N(C)C",
  "lumo_energy_ev": -0.8556,
  "total_charge": 0
}

2.
{
  "formula": "CIN",
  "method": "ωB97M-V/def2-TZVPD",
  "species": ["C", "N", "I"],
  "coordinates": [[0.5859, 0.1687, 0.0000], [-0.9681, -0.1955, 0.0000], [2.5482, -0.0117, 0.0000]],
  "lowdin_spin": [0.60, 1.21, 0.19],
  "e_homo_ev": [-8.194, -9.401],
  "e_tot_ha": -390.27868,
  "fmax_ev_per_a": 7.76,
  "spin_multiplicity": 3,
  "lumo_energy_ev": [-0.6415, -2.2984],
  "total_charge": 0
}

3.
{
  "formula": "C6H12BNO2",
  "method": "ωB97M-V/def2-TZVPD",
  "species": ["B", "C", "C", "C", "C", "C", "C", "N", "O", "O", "H", "H", "H", "H", "H", "H", "H", "H", "H", "H", "H", "H"],
  "coordinates": [[-1.4933, -0.7300, -0.0632], [-0.0134, 0.7693, -0.8528], [0.2860, -1.8672, -0.6100], [0.1896, -0.3590, 1.4228], [0.7343, -0.4246, -0.0557], [2.2983, -0.2721, -0.0252], [-2.0756, 1.7568, -0.1329], [-1.4532, 0.5567, -0.6251], [-1.0838, -1.7889, -0.8695], [-1.1699, -0.8040, 1.3635], [0.1216, 1.6571, -0.2459], [0.0306, 0.8869, -1.9871], [0.8777, -1.9619, -1.5797], [0.5646, -2.5221, 0.1882], [0.8307, -0.9577, 2.0591], [0.2191, 0.6723, 1.8812], [2.7574, -1.3543, -0.2512], [2.6000, 0.1192, 1.0004], [2.7012, 0.3417, -0.8764], [-1.9775, 2.6351, -0.7909], [-3.0978, 1.5580, 0.2152], [-1.8465, 2.0887, 0.8351]],
  "nbo_charge": [1.32, -0.21, -0.06, -0.06, -0.11, -0.62, -0.42, -0.76, -0.72, -0.75, 0.20, 0.22, 0.19, 0.18, 0.18, 0.17, 0.21, 0.22, 0.23, 0.20, 0.21, 0.18],
  "e_homo_ev": -8.539,
  "e_tot_ha": -465.89255,
  "fmax_ev_per_a": 3.71,
  "smiles": "CN1CC2(C)COB1OC2",
  "relative_energy_kj_mol": 93.6,
  "lumo_energy_ev": 0.7102,
  "total_charge": 0
}